Run P
6 unconnected molecules or ions with the total composition C16H47N3O6, computed with ωB97M-V with the def2-TZVPD basis set.

Properties
HOMO   -9.29 eV
Gap between HOMO and LUMO   10.0 eV
Structure (SMILES)   COC[C@H](C)N.COC[C@H](C)N.COC[C@H](C)N.CCO.CCO.O

ORCA input file:
```
! RIJCOSX wB97M-V def2-TZVPD def2/J DEFGRID3
* xyz 0 1
C -0.64 -2.49 -3.27
O 0.20 -1.33 -3.24
C 1.59 -1.49 -3.39
C 2.31 -0.11 -3.22
C 2.02 0.90 -4.26
N 3.80 -0.37 -3.29
H -0.41 -3.04 -2.37
H -0.52 -3.15 -4.17
H -1.72 -2.25 -3.32
H 2.01 -2.18 -2.62
H 1.82 -1.86 -4.43
H 2.19 0.35 -2.25
H 0.91 1.13 -4.33
H 2.28 0.55 -5.26
H 2.53 1.84 -4.14
H 4.24 0.52 -3.12
H 4.04 -0.62 -4.25
C -4.50 1.53 5.47
O -3.32 0.71 5.48
C -2.98 0.25 4.20
C -1.66 -0.48 4.24
C -1.23 -0.94 2.85
N -1.66 -1.67 5.07
H -4.46 2.26 6.27
H -5.42 0.91 5.61
H -4.64 2.08 4.57
H -3.76 -0.47 3.82
H -2.93 1.11 3.51
H -0.89 0.22 4.62
H -1.07 -0.16 2.10
H -2.04 -1.56 2.48
H -0.31 -1.45 2.98
H -1.97 -1.36 6.01
H -2.42 -2.31 4.76
C 1.56 1.41 1.91
O 1.62 0.40 0.92
C 2.63 -0.59 1.24
C 2.60 -1.70 0.22
C 1.31 -2.55 0.46
N 3.79 -2.52 0.21
H 2.48 2.03 1.94
H 1.40 0.98 2.92
H 0.73 2.14 1.73
H 3.62 -0.06 1.26
H 2.41 -0.97 2.29
H 2.62 -1.23 -0.75
H 0.46 -1.88 0.29
H 1.23 -2.91 1.49
H 1.21 -3.37 -0.24
H 3.75 -3.23 0.92
H 3.96 -3.02 -0.67
C -4.70 -1.14 -1.31
C -3.66 -0.59 -0.34
O -3.36 0.74 -0.59
H -4.30 -1.29 -2.31
H -5.52 -0.43 -1.38
H -5.13 -2.03 -0.88
H -2.74 -1.17 -0.33
H -4.09 -0.70 0.65
H -2.43 0.83 -0.66
C 1.77 3.46 -1.45
C 1.81 4.52 -2.56
O 3.23 4.83 -2.69
H 2.42 2.67 -1.76
H 0.79 2.99 -1.34
H 2.10 3.87 -0.50
H 1.28 5.40 -2.22
H 1.47 4.12 -3.51
H 3.22 5.59 -3.25
O -0.65 0.28 -0.83
H -0.45 -0.09 -1.67
H 0.18 0.18 -0.33
*
```

Löwdin population analysis, charges in e, atoms 1 to 8:
1 C -0.068
2 O -0.226
3 C -0.184
4 C -0.426
5 C -0.089
6 N 0.038
7 H 0.073
8 H 0.096

---

Run Q
6 unconnected molecules or ions with the total composition C16H47N3O6, computed with ωB97M-V with the def2-TZVPD basis set.

Properties
HOMO   -8.98 eV
Gap between HOMO and LUMO   9.4 eV
Structure (SMILES)   COC[C@H](C)N.COC[C@H](C)N.COC[C@H](C)N.CCO.CCO.O

ORCA input file:
```
! RIJCOSX wB97M-V def2-TZVPD def2/J DEFGRID3
* xyz 0 1
C -2.90 3.58 -1.26
O -3.00 3.05 0.05
C -1.74 2.71 0.59
C -1.89 2.54 2.09
C -0.54 2.59 2.77
N -2.59 1.29 2.45
H -3.91 3.78 -1.60
H -2.39 2.87 -1.93
H -2.32 4.51 -1.25
H -1.38 1.76 0.16
H -0.98 3.47 0.35
H -2.51 3.36 2.46
H -0.09 3.58 2.73
H 0.14 1.85 2.35
H -0.65 2.33 3.83
H -3.36 1.19 1.79
H -1.98 0.52 2.19
C 0.09 -2.73 -2.09
O 1.03 -2.46 -1.06
C 1.73 -3.63 -0.66
C 2.50 -3.33 0.60
C 3.53 -2.24 0.39
N 3.06 -4.59 1.09
H 0.54 -3.30 -2.91
H -0.29 -1.78 -2.45
H -0.76 -3.30 -1.70
H 1.03 -4.44 -0.46
H 2.43 -3.91 -1.46
H 1.77 -2.98 1.35
H 4.31 -2.60 -0.29
H 4.01 -1.97 1.34
H 3.11 -1.33 -0.04
H 3.74 -4.94 0.42
H 3.59 -4.43 1.94
C 1.07 1.09 -1.55
O 1.37 1.72 -2.78
C 2.34 2.72 -2.65
C 2.47 3.49 -3.95
C 3.01 2.62 -5.08
N 3.34 4.67 -3.80
H 1.91 0.45 -1.22
H 0.22 0.44 -1.70
H 0.84 1.82 -0.77
H 2.09 3.42 -1.84
H 3.32 2.29 -2.38
H 1.49 3.87 -4.23
H 4.00 2.24 -4.83
H 3.02 3.18 -6.01
H 2.36 1.74 -5.21
H 2.84 5.38 -3.27
H 4.14 4.45 -3.20
C -1.33 -3.05 4.12
C -1.27 -1.55 3.97
O -0.05 -1.13 3.34
H -0.52 -3.42 4.76
H -1.25 -3.58 3.17
H -2.26 -3.35 4.62
H -1.40 -1.05 4.93
H -2.10 -1.20 3.35
H 0.55 -0.77 3.99
C -4.33 -1.89 1.14
C -3.55 -1.72 -0.15
O -2.89 -0.46 -0.21
H -4.80 -2.88 1.16
H -5.13 -1.15 1.21
H -3.68 -1.78 2.01
H -4.22 -1.73 -1.00
H -2.80 -2.52 -0.25
H -2.00 -0.56 0.16
O -0.26 -0.67 0.61
H 0.35 -1.33 0.22
H -0.24 -0.84 1.56
*
```

Löwdin population analysis, charges in e, atoms 1 to 8:
1 C -0.099
2 O -0.180
3 C -0.237
4 C -0.422
5 C -0.070
6 N 0.064
7 H 0.085
8 H 0.089

---

Which structure is the least stable? The one labeled run P.

---

Run P
5 unconnected molecules or ions with the total composition C5H15N5O10, computed with ωB97M-V with the def2-TZVPD basis set.

Properties
HOMO   -11.07 eV
Gap between HOMO and LUMO   11.0 eV
Structure (SMILES)   C[N+](=O)[O-].C[N+](=O)[O-].C[N+](=O)[O-].C[N+](=O)[O-].C[N+](=O)[O-]

ORCA input file:
```
! RIJCOSX wB97M-V def2-TZVPD def2/J DEFGRID3
* xyz 0 1
C 8.49 -19.86 -0.62
N 9.36 -19.43 -1.69
O 10.44 -19.02 -1.31
O 9.03 -19.64 -2.87
H 8.16 -19.07 0.05
H 8.91 -20.64 0.01
H 7.60 -20.31 -1.08
C 3.96 -21.88 3.32
N 3.72 -20.45 3.65
O 4.34 -19.94 4.58
O 2.85 -19.91 3.05
H 4.36 -22.05 2.32
H 3.09 -22.51 3.50
H 4.70 -22.21 4.05
C -0.17 -19.11 -1.94
N 0.91 -19.12 -2.94
O 2.08 -19.16 -2.50
O 0.63 -19.01 -4.15
H 0.19 -18.52 -1.10
H -0.36 -20.16 -1.68
H -1.07 -18.58 -2.26
C 14.27 -17.79 -5.50
N 15.18 -16.55 -5.48
O 14.67 -15.62 -4.93
O 16.31 -16.65 -6.00
H 13.52 -17.62 -4.73
H 14.88 -18.65 -5.21
H 13.95 -18.02 -6.52
C 9.01 -16.38 5.67
N 9.38 -17.75 5.26
O 9.76 -17.84 4.09
O 9.02 -18.66 5.95
H 8.53 -15.95 4.79
H 9.90 -15.83 5.98
H 8.40 -16.64 6.53
*
```

natural (NBO) population analysis, charges in e, atoms 1 to 8:
1 C -0.496
2 N 0.519
3 O -0.358
4 O -0.377
5 H 0.243
6 H 0.242
7 H 0.227
8 C -0.500

---

Run Q
5 unconnected molecules or ions with the total composition C5H15N5O10, computed with ωB97M-V with the def2-TZVPD basis set.

Properties
HOMO   -10.45 eV
Gap between HOMO and LUMO   9.8 eV
Structure (SMILES)   C[N+](=O)[O-].C[N+](=O)[O-].C[N+](=O)[O-].C[N+](=O)[O-].C[N+](=O)[O-]

ORCA input file:
```
! RIJCOSX wB97M-V def2-TZVPD def2/J DEFGRID3
* xyz 0 1
C 1.05 -0.77 2.22
N 0.46 -0.90 3.61
O -0.74 -0.95 3.72
O 1.30 -0.93 4.50
H 0.50 0.01 1.69
H 0.89 -1.75 1.78
H 2.09 -0.45 2.32
C 0.51 -0.05 -3.54
N -0.88 -0.58 -3.59
O -1.54 -0.65 -2.57
O -1.25 -0.92 -4.75
H 1.16 -0.89 -3.79
H 0.79 0.26 -2.53
H 0.55 0.78 -4.24
C -2.29 -2.70 1.94
N -1.77 -1.55 1.15
O -1.16 -1.81 0.11
O -1.94 -0.45 1.66
H -2.04 -3.71 1.64
H -3.36 -2.61 1.75
H -2.15 -2.62 3.02
C 2.24 2.44 0.07
N 2.96 2.56 -1.21
O 2.81 3.57 -1.90
O 3.62 1.56 -1.48
H 2.99 2.77 0.79
H 1.75 1.48 0.22
H 1.41 3.14 -0.01
C -1.58 0.49 -0.72
N -0.57 1.30 0.07
O 0.07 2.20 -0.43
O -0.49 1.01 1.26
H -1.11 -0.45 -1.04
H -1.91 0.93 -1.66
H -2.40 0.23 -0.05
*
```

natural (NBO) population analysis, charges in e, atoms 1 to 8:
1 C -0.523
2 N 0.545
3 O -0.384
4 O -0.385
5 H 0.259
6 H 0.217
7 H 0.229
8 C -0.485

---

Which structure is the least stable? The one labeled run Q.

---

Run P
A single C3H4O molecule, computed with ωB97M-V with the def2-TZVPD basis set.

Properties
HOMO   -10.15 eV
Gap between HOMO and LUMO   11.1 eV
Structure (SMILES)   C#CCO

ORCA input file:
```
! RIJCOSX wB97M-V def2-TZVPD def2/J DEFGRID3
* xyz 0 1
C -0.67 -1.73 -0.09
C 0.10 -0.77 -0.26
C 0.74 0.52 -0.03
O -0.21 1.62 -0.26
H -1.50 -2.48 0.09
H 0.90 0.54 1.05
H 1.65 0.91 -0.67
H -1.01 1.38 0.17
*
```

List of natural (NBO) charges in e, atom by atom:
1 C -0.235
2 C -0.058
3 C -0.157
4 O -0.707
5 H 0.260
6 H 0.206
7 H 0.227
8 H 0.464

---

Run Q
A single C3H4O molecule, computed with ωB97M-V with the def2-TZVPD basis set.

Properties
HOMO   -10.00 eV
Gap between HOMO and LUMO   10.2 eV
Structure (SMILES)   C=CC=O

ORCA input file:
```
! RIJCOSX wB97M-V def2-TZVPD def2/J DEFGRID3
* xyz 0 1
C -0.90 0.95 -0.23
C -0.15 -0.12 -0.45
C 0.91 -0.94 0.53
O 1.82 -1.70 0.26
H -1.32 1.48 -1.10
H -1.12 1.31 0.85
H -0.01 -0.45 -1.51
H 0.77 -0.54 1.66
*
```

List of natural (NBO) charges in e, atom by atom:
1 C -0.362
2 C -0.298
3 C 0.438
4 O -0.502
5 H 0.223
6 H 0.209
7 H 0.203
8 H 0.088

---

Run R
2 unconnected molecules or ions with the total composition C3H4O, computed with ωB97M-V with the def2-TZVPD basis set.

Properties
HOMO   -9.05 eV
Gap between HOMO and LUMO   9.7 eV

ORCA input file:
```
! RIJCOSX wB97M-V def2-TZVPD def2/J DEFGRID3
* xyz 0 1
C 0.81 -0.77 0.64
C -0.77 1.18 -0.78
C -0.32 -0.70 0.05
O -1.03 1.82 -1.76
H 1.09 -1.70 1.16
H 1.76 -0.22 0.60
H -0.47 1.86 0.14
H -1.07 -1.48 -0.05
*
```

List of natural (NBO) charges in e, atom by atom:
1 C -0.475
2 C 0.428
3 C -0.187
4 O -0.504
5 H 0.213
6 H 0.224
7 H 0.094
8 H 0.208

---

Run S
A single C3H4O molecule, computed with ωB97M-V with the def2-TZVPD basis set.

Properties
HOMO   -10.29 eV
Gap between HOMO and LUMO   11.1 eV
Structure (SMILES)   C#CCO

ORCA input file:
```
! RIJCOSX wB97M-V def2-TZVPD def2/J DEFGRID3
* xyz 0 1
C -0.89 1.45 -0.81
C -0.73 0.44 -0.10
C 0.14 -0.53 0.64
O 0.94 -1.29 -0.38
H -1.47 2.25 -1.42
H 0.84 -0.22 1.48
H -0.47 -1.44 1.16
H 1.63 -0.65 -0.56
*
```

List of natural (NBO) charges in e, atom by atom:
1 C -0.224
2 C -0.057
3 C -0.170
4 O -0.701
5 H 0.261
6 H 0.218
7 H 0.212
8 H 0.460

---

Which structure is the least stable? The one labeled run R.